The following is a DFT calculation (the ωB97M-V functional and the def2-TZVPD basis) of one molecule with the formula C6H9O3P at a distorted geometry.

Geometry as ORCA input:
```
! wB97M-V def2-TZVPD RIJCOSX def2/J DEFGRID3
* xyz 0 1
P 1.498 -0.852 0.073
O 1.113 2.768 -0.464
O 1.970 0.715 -0.100
O 2.338 -1.597 0.965
C -1.585 -1.094 0.859
C -1.484 2.022 0.484
C 1.642 -1.662 -1.578
C -0.385 1.028 0.422
C 0.926 1.658 -0.067
C -0.286 -0.315 0.547
H -2.132 -0.651 1.726
H 2.677 -1.710 -1.701
H 1.176 -1.140 -2.430
H -1.979 1.696 1.438
H -1.292 -2.094 1.063
H -0.914 3.067 0.535
H -2.240 1.888 -0.333
H 1.089 -2.535 -1.453
H -2.132 -1.192 0.015
*
```

SMILES string = CC1=C(C)[P@](C)(=O)OC1=O
M = 160.109 g mol⁻¹
ΔE to the lowest compared entry with this formula, charge and spin = 0.0 kcal per mole
calculated total energy = -801.12880 hartree

Here are the natural (NBO) charges for atoms 1 to 2, given in e:
1 P 2.117
2 O -0.530



The following is a DFT calculation (the ωB97M-V functional and the def2-TZVPD basis) of C5H9N3O as an isolated structure at a distorted geometry.

Geometry as ORCA input:
```
! wB97M-V def2-TZVPD RIJCOSX def2/J DEFGRID3
* xyz 0 1
O 3.145 0.174 1.602
N 1.774 0.778 1.405
N -1.243 -1.013 0.646
N -0.353 0.119 0.968
C -0.132 -0.723 -1.597
C -0.504 1.138 -0.108
C -1.349 -0.982 -0.785
C 0.955 -0.153 1.425
C -1.086 0.386 -1.313
H 1.222 -1.139 1.663
H 0.371 1.710 -0.361
H -2.174 -0.734 1.048
H -1.818 0.783 -2.157
H 3.610 1.135 2.351
H -2.106 -1.624 -1.262
H 0.883 -0.670 -1.137
H -1.127 1.965 0.278
H -0.067 -1.151 -2.668
*
```

M = 127.147 g mol⁻¹
ΔE to the lowest compared entry with this formula, charge and spin = 153.2 kcal per mole
calculated total energy = -435.21365 hartree

Here are the natural (NBO) charges for atoms 1 to 2, given in e:
1 O -0.583
2 N -0.222



The following is a DFT calculation (the ωB97M-V functional and the def2-TZVPD basis) of one molecule with the formula C18H19ClFN3O2.

Geometry as ORCA input:
```
! wB97M-V def2-TZVPD RIJCOSX def2/J DEFGRID3
* xyz 0 1
Cl -1.359 0.216 2.323
F -1.310 5.181 -1.938
O 1.225 -0.633 -0.508
O -0.211 -2.624 3.587
N 1.031 1.570 0.027
N 2.688 -1.156 1.916
N 0.095 -2.378 1.366
C -2.451 0.911 -0.024
C 0.345 2.085 -1.076
C -1.920 -0.129 0.720
C -2.905 0.673 -1.308
C -2.817 -0.601 -1.842
C -1.298 -2.569 1.024
C -1.025 3.228 -3.227
C 2.180 0.146 1.586
C -2.291 -1.632 -1.085
C 3.468 -1.846 0.918
C -0.153 3.382 -0.976
C 0.505 -2.336 2.646
C 1.419 0.288 0.261
C 0.159 1.368 -2.254
C -0.520 1.942 -3.313
C -0.828 3.926 -2.049
C 1.970 -1.943 2.885
C -1.842 -1.424 0.213
H 3.030 0.845 1.524
H 4.113 -2.570 1.419
H 1.974 -1.408 3.844
H -2.512 1.898 0.406
H 0.695 -2.048 0.620
H 1.530 0.477 2.399
H -1.836 -2.663 1.975
H 4.102 -1.118 0.411
H 0.539 0.364 -2.333
H -1.414 -3.501 0.461
H -0.657 1.376 -4.221
H -1.556 3.688 -4.044
H -3.322 1.483 -1.887
H -0.023 3.965 -0.076
H 1.170 2.230 0.781
H -2.230 -2.626 -1.503
H 2.882 -2.374 0.156
H -3.161 -0.792 -2.847
H 2.523 -2.873 3.041
*
```

SMILES string = CN(CC(=O)NCc1ccccc1Cl)CC(=O)Nc1cccc(F)c1
M = 363.820 g mol⁻¹
ΔE to the lowest compared entry with this formula, charge and spin = 0.0 kcal per mole
calculated total energy = -1572.16454 hartree

Here are the natural (NBO) charges for atoms 1 to 2, given in e:
1 Cl 0.000
2 F -0.323